1.
The following is a DFT calculation (ωB97M-V/def2-TZVPD) of C4H4O in the gas phase.

Relative energy (zero: lowest compared OMol25 entry of this formula, charge and spin) in kcal per mole: 52.0
DFT total energy in Eh: -229.94505
SMILES: O=C1[C@H]2C[C@@H]12
E_HOMO in Ha: -0.35380
2S+1: 1
Net charge: 0
Frontier orbital gap in eV: 10.5

```
9
C4H4O, DFT ωB97M-V/def2-TZVPD
O 2.096 1.999 -1.223
C 1.284 1.262 -0.689
C 0.257 1.030 0.290
C -0.549 -0.107 -0.391
C 0.990 -0.185 -0.438
H 0.181 1.324 1.334
H -1.266 -0.741 0.270
H -1.106 0.357 -1.258
H 1.720 -0.852 0.047
```

Löwdin atomic charge list, values in e, 8 entries: atom 1 (O): 0.078, atom 2 (C): -0.376, atom 3 (C): -0.092, atom 4 (C): -0.075, atom 5 (C): -0.039, atom 6 (H): 0.129, atom 7 (H): 0.134, atom 8 (H): 0.110


2.
The following is a DFT calculation (ωB97M-V/def2-TZVPD) of C6H5N3O3 in the gas phase.

Relative energy (zero: lowest compared OMol25 entry of this formula, charge and spin) in kcal per mole: 162.6
DFT total energy in Eh: -621.38513
SMILES: O=[N+]([O-])c1ccc(/C=N\O)nc1
E_HOMO in Ha: -0.37696
2S+1: 1
Net charge: 0
Frontier orbital gap in eV: 8.8

```
17
C6H5N3O3, DFT ωB97M-V/def2-TZVPD
O 0.156 1.453 3.697
N 0.917 1.374 2.747
O 2.075 1.754 2.732
C 0.429 0.659 1.646
C 1.237 0.491 0.474
C 0.664 -0.125 -0.664
C -0.593 -0.665 -0.625
C -1.263 -1.373 -1.753
N -1.134 -1.359 -2.967
O -0.067 -0.532 -3.409
N -1.356 -0.428 0.531
C -0.898 0.123 1.563
H 2.209 1.129 0.553
H 1.258 -0.115 -1.597
H -1.939 -1.975 -1.311
H -0.062 -0.773 -4.175
H -1.634 0.362 2.559
```

Löwdin atomic charge list, values in e, 8 entries: atom 1 (O): 0.078, atom 2 (N): -0.374, atom 3 (O): 0.080, atom 4 (C): -0.142, atom 5 (C): 0.060, atom 6 (C): -0.012, atom 7 (C): -0.178, atom 8 (C): -0.113